The following is a DFT calculation (wB97M-V/def2-TZVPD) of C2H3OTl as an isolated structure at a distorted geometry.

For the HOMO energy (spin up / spin down), the calculation gives -13.56 / -15.43 eV. Its orbital gap (spin up / spin down) is 8.75 / 9.95 eV. The energy comes out at -8854.05864 eV. The LUMO energy (spin up / spin down) comes out at -0.17663 / -0.20166 Eh. The value obtained for the energy above the lowest of the compared OMol25 structures with the same formula, charge and spin is 0.000 eV.

```
! RIJCOSX wB97M-V def2-TZVPD def2/J DEFGRID3
* xyz 1 2
O 0.059 -0.439 -0.273
C -1.285 0.760 0.794
C -1.040 -0.566 0.337
Tl 2.305 -0.002 -0.645
H -2.189 1.286 0.487
H -0.582 1.234 1.481
H -1.845 -1.170 -0.111
*
```